The following is a quantum chemistry calculation of a cluster of 2 separate species, C3H10NO2S in total at a distorted geometry, from OMol25.

Each line ends with the Löwdin charge.
Cartesian coordinates (Å):
1 C 0.65888 -0.69292 0.66379  -0.3401
2 C 0.67614 -1.39269 2.01791  -0.5159
3 S 2.05203 -0.76962 3.12656  0.6097
4 N -0.71320 -0.65983 0.13761  -0.0700
5 C -0.96745 0.47736 -0.81845  -0.4793
6 O -0.86162 0.10078 -2.11206  -0.2911
7 H 1.34943 -1.13095 -0.07084  0.1150
8 H 1.03557 0.32689 0.75570  0.0768
9 H -0.24112 -1.14696 2.53789  0.0485
10 H 0.85269 -2.46035 1.93291  0.0508
11 H 2.35034 0.36796 2.51235  -0.1881
12 H -0.81485 -1.47505 -0.45114  0.0820
13 H -0.25613 1.28638 -0.55493  0.0935
14 H -2.00289 0.80736 -0.56869  0.0865
15 H -1.58754 2.71546 -3.01359  -0.0298
16 H -0.78608 1.32229 -2.85007  -0.0317
17 O -0.74420 2.32390 -3.24494  -0.2168

As for the energy: -723.7286 Ha. The calculation puts the LUMO energy at 3.0 eV. The value obtained for the highest occupied orbital energy is -3.671 eV. Its total charge is -1. The value obtained for the energy above the lowest of the compared OMol25 structures with the same formula, charge and spin is 0.420 eV.